Arrangement 1

The following is a DFT calculation (the ωB97M-V functional and the def2-TZVPD basis) of a cluster of 4 separate species, C2H13NO4 in total.

Atoms and positions in Å:
C 0.856 -2.195 0.192
N -0.496 -1.671 0.301
C -0.728 -0.477 -0.478
O -0.471 -0.619 -1.871
H 1.570 -1.399 -0.018
H 1.206 -2.759 1.062
H 0.965 -2.902 -0.630
H -1.182 -2.380 0.061
H -0.075 0.292 -0.080
H -1.765 -0.162 -0.357
H -1.279 -0.676 -2.386
O 1.108 2.188 1.245
H 0.443 1.581 1.627
H 0.767 2.435 0.376
O -0.016 2.083 -1.835
H 0.121 1.199 -2.219
H 0.130 2.710 -2.551
O -0.358 0.119 2.439
H 0.435 -0.075 2.951
H -0.463 -0.669 1.855

Its LUMO energy is 0.39 eV. The SMILES is CNCO.O.O.O. The calculation puts the molecular weight at 115.129 g/mol. The HOMO-LUMO gap comes out at 0.3826 Eh. The value obtained for the HOMO energy is -10.0 eV.



Arrangement 2

The following is a DFT calculation (the ωB97M-V functional and the def2-TZVPD basis) of a cluster of 5 separate species, C2H13NO4 in total.

Atoms and positions in Å:
C -0.286 -2.647 1.154
C -0.430 -2.127 -0.069
N -0.952 -0.874 -0.359
H -0.755 -2.201 2.014
H 0.220 -3.596 1.242
H 0.044 -2.646 -0.893
H -1.345 -0.394 0.431
H -1.599 -0.754 -1.124
O 3.376 -0.412 0.715
H 3.560 -1.340 0.440
H 3.666 -0.374 1.637
O -1.594 2.960 1.170
H -2.544 3.000 1.343
H -1.551 2.255 0.527
O -1.448 2.040 -1.895
H -1.446 2.679 -2.574
H -0.503 1.940 -1.651
O 1.072 1.146 -0.910
H 1.952 0.997 -0.562
H 0.562 0.348 -0.636

Its LUMO energy is 0.57 eV. The SMILES is C=CN.O.O.O.O. The calculation puts the molecular weight at 115.129 g/mol. The HOMO-LUMO gap comes out at 0.3477 Eh. The value obtained for the HOMO energy is -8.9 eV.



Which is the most stable structure? arrangement 1 is the most stable.



Arrangement 1

The following is a DFT calculation (the ωB97M-V functional and the def2-TZVPD basis) of a cluster of 2 separate species, C4H9N in total.

Atoms and positions in Å:
C 1.786 -1.174 -0.885
N 2.154 -0.618 0.181
C 2.215 0.838 0.185
H 1.800 -2.242 -1.076
H 1.582 -0.567 -1.779
H 2.446 1.202 -0.821
H 1.231 1.218 0.471
H 2.934 1.145 0.936
C -2.875 0.407 -0.065
C -2.654 -0.445 0.941
H -3.395 1.318 0.226
H -2.643 0.195 -1.096
H -2.827 -0.221 1.984
H -1.755 -1.056 0.798

Its LUMO energy is 1.05 eV. The SMILES is C=NC.C=C. The calculation puts the molecular weight at 71.123 g/mol. The HOMO-LUMO gap comes out at 0.3952 Eh. The value obtained for the HOMO energy is -9.7 eV.



Arrangement 2

The following is a DFT calculation (the ωB97M-V functional and the def2-TZVPD basis) of an isolated molecule of C4H9N.

Atoms and positions in Å:
C -1.887 0.485 -0.357
C -0.598 0.264 0.397
C -0.300 -1.013 1.073
N 0.458 -0.482 -0.308
C 1.847 -0.038 -0.297
H -2.655 0.815 0.349
H -1.786 1.243 -1.143
H -2.227 -0.455 -0.801
H -0.159 1.195 0.774
H 0.194 -1.365 -0.697
H 0.482 -0.858 1.831
H 2.046 0.456 0.662
H 2.504 -0.908 -0.372
H 2.081 0.662 -1.110

Its LUMO energy is 0.99 eV. The calculation puts the molecular weight at 71.123 g/mol. The HOMO-LUMO gap comes out at 0.3145 Eh. The value obtained for the HOMO energy is -7.6 eV.



Which is the most stable structure? arrangement 1 is the most stable.



Arrangement 1

The following is a DFT calculation (the ωB97M-V functional and the def2-TZVPD basis) of an isolated molecule of C4H9N.

Atoms and positions in Å:
C 0.843 -1.607 -0.765
C 0.306 -0.430 -0.394
C -0.820 0.222 -1.120
N 0.942 0.342 0.716
C -0.181 0.806 1.588
H 0.209 -2.487 -0.899
H 1.889 -1.896 -0.866
H -0.837 -0.166 -2.137
H -1.829 0.048 -0.721
H -0.714 1.303 -1.235
H 1.406 1.147 0.300
H -0.491 1.853 1.420
H -1.004 0.102 1.534
H 0.281 0.763 2.578

Its LUMO energy is 0.97 eV. The SMILES is C=C(C)NC. The calculation puts the molecular weight at 71.123 g/mol. The HOMO-LUMO gap comes out at 0.3407 Eh. The value obtained for the HOMO energy is -8.3 eV.



Arrangement 2

The following is a DFT calculation (the ωB97M-V functional and the def2-TZVPD basis) of a cluster of 2 separate species, C4H9N in total.

Atoms and positions in Å:
C 0.465 -0.216 1.921
C 0.148 -1.421 1.418
N -0.070 -1.666 0.072
H 1.028 0.444 1.275
H 0.287 -0.033 2.974
H -0.102 -2.239 2.084
H -0.826 -2.299 -0.116
H 0.035 -0.902 -0.575
C 0.067 1.517 -1.061
C -0.503 1.804 -2.218
H 1.134 1.636 -0.939
H -0.542 1.355 -0.184
H 0.085 2.186 -3.046
H -1.550 1.641 -2.434

Its LUMO energy is 1.13 eV. The SMILES is C=CN.C=C. The calculation puts the molecular weight at 71.123 g/mol. The HOMO-LUMO gap comes out at 0.3346 Eh. The value obtained for the HOMO energy is -8.0 eV.



Arrangement 3

The following is a DFT calculation (the ωB97M-V functional and the def2-TZVPD basis) of a cluster of 2 separate species, C4H9N in total.

Atoms and positions in Å:
C -1.084 -1.510 1.049
N -0.898 -0.685 1.977
C -0.463 0.702 1.832
H -1.619 -1.210 0.129
H -0.769 -2.549 1.138
H -1.207 1.439 1.525
H -0.089 0.931 2.826
H 0.360 0.711 1.125
C 0.839 -0.221 -1.558
C 1.067 0.899 -2.252
H 1.316 -1.093 -1.981
H 0.072 -0.170 -0.805
H 1.409 0.903 -3.280
H 1.065 1.851 -1.724

Its LUMO energy is 1.03 eV. The SMILES is C=NC.C=C. The calculation puts the molecular weight at 71.123 g/mol. The HOMO-LUMO gap comes out at 0.3585 Eh. The value obtained for the HOMO energy is -8.7 eV.



Arrangement 4

The following is a DFT calculation (the ωB97M-V functional and the def2-TZVPD basis) of a cluster of 2 separate species, C4H9N in total.

Atoms and positions in Å:
C -1.400 -1.029 -2.598
C -0.432 -1.971 -2.301
C 0.501 -1.743 -1.122
H -1.428 -0.763 -3.624
H -2.268 -0.859 -1.983
H -0.278 -2.822 -3.057
H 1.384 -1.134 -1.394
H 0.014 -1.432 -0.170
H 0.924 -2.704 -0.815
C 0.960 2.879 3.305
N -0.375 2.686 3.388
H 1.270 3.323 2.310
H 1.684 3.491 3.916
H -0.557 2.079 4.145

Its LUMO energy is 0.05 eV. The SMILES is C=CC.C=N. The calculation puts the molecular weight at 71.123 g/mol. The HOMO-LUMO gap comes out at 0.3039 Eh. The value obtained for the HOMO energy is -8.2 eV.



Which is the most stable structure? arrangement 2 is the most stable.



Arrangement 1

The following is a DFT calculation (the ωB97M-V functional and the def2-TZVPD basis) of an isolated molecule of C4H9N.

Atoms and positions in Å:
C -0.272 0.780 -1.691
C -0.253 0.803 -0.151
N -1.286 0.150 0.656
C -0.033 -0.576 0.356
C 0.927 -0.757 1.536
H -0.679 1.835 -2.146
H -0.943 -0.038 -1.993
H 0.841 0.444 -2.073
H 0.415 1.579 0.283
H -2.066 -0.225 0.167
H -0.199 -1.394 -0.471
H 1.984 -1.016 1.173
H 0.700 -1.680 2.161
H 0.866 0.095 2.193

Its LUMO energy is 1.16 eV. The SMILES is C[C@H]1N[C@@H]1C. The calculation puts the molecular weight at 71.123 g/mol. The HOMO-LUMO gap comes out at 0.3821 Eh. The value obtained for the HOMO energy is -9.2 eV.



Arrangement 2

The following is a DFT calculation (the ωB97M-V functional and the def2-TZVPD basis) of an isolated molecule of C4H9N.

Atoms and positions in Å:
C 1.571 0.921 0.818
C 0.503 -0.076 0.313
C -0.920 0.177 0.728
N -0.521 0.298 -0.661
C -0.982 -0.847 -1.448
H 1.780 1.004 1.927
H 2.538 0.698 0.342
H 1.238 1.912 0.495
H 0.844 -1.102 0.157
H -1.164 1.155 1.152
H -1.571 -0.638 1.060
H -0.960 -1.846 -0.948
H -2.024 -0.627 -1.677
H -0.425 -0.950 -2.385

Its LUMO energy is 1.27 eV. The SMILES is C[C@H]1CN1C. The calculation puts the molecular weight at 71.123 g/mol. The HOMO-LUMO gap comes out at 0.3800 Eh. The value obtained for the HOMO energy is -9.1 eV.



Arrangement 3

The following is a DFT calculation (the ωB97M-V functional and the def2-TZVPD basis) of a structure of composition C4H9N.

Atoms and positions in Å:
C 0.388 1.672 0.195
C 1.875 -0.407 0.197
C -2.109 -0.927 -0.287
C -0.865 -0.137 -0.110
N -0.678 1.066 -0.342
H 0.475 1.978 1.230
H 0.903 2.329 -0.499
H 0.532 -0.536 -0.124
H 2.459 -0.084 -0.662
H 1.956 -1.494 0.293
H 2.324 -0.010 1.106
H -2.989 -0.302 -0.451
H -1.995 -1.599 -1.141
H -2.276 -1.548 0.596

Its LUMO energy (alpha / beta) is 0.20 / 0.19 eV. The calculation puts the molecular weight at 71.123 g/mol. The HOMO-LUMO gap (alpha / beta) comes out at 0.2899 / 0.2898 Eh. The value obtained for the HOMO energy (alpha / beta) is -7.7 / -7.7 eV.



Which is the most stable structure? arrangement 2 is the most stable.